DFT (ωB97M-V/def2-TZVPD) results for a cluster of 7 separate species, C44H70ClF7IN2O8 in total in a non-equilibrium geometry.

Output
**Total charge**: +1
**DFT total energy**: -105758.6477 eV
**Spin multiplicity**: 1
**Gap between HOMO and LUMO**: 6.34 eV

Atoms and positions in Å:
H1 -0.8639 -4.7422 5.9506
H2 -10.4053 4.6404 1.9711
H3 -0.3203 -2.0700 -2.4034
O1 -6.3438 -0.4741 -1.9998
H4 3.6762 -9.1334 1.9162
C1 2.9975 2.4014 -0.6532
H5 -0.0452 -0.7633 3.9241
F1 2.3404 -0.5737 2.8863
C2 -0.0659 0.4850 -2.5151
H6 -4.1897 -3.4963 -3.2948
H7 -5.3771 1.7871 -2.4335
H8 2.4835 -2.2206 -2.6555
C3 0.7594 -0.4462 -3.4114
F2 4.3892 -1.8550 2.9019
I1 -0.1691 -1.2429 0.8478
H9 4.5626 -0.1571 -1.9132
C4 -9.5935 4.0616 2.4141
C5 0.0277 1.1556 2.8569
H10 -8.5385 6.1032 0.7526
H11 -2.1629 1.5896 -5.0097
C6 0.6262 2.5883 -1.1983
H12 -8.3620 -0.5658 -0.5159
H13 -2.1463 2.6977 -8.6645
C7 5.5602 2.8423 2.1980
H14 -6.9294 5.3695 0.5892
H15 -1.6460 -0.1510 3.3786
Cl1 3.1804 -0.8532 0.0858
C8 3.0246 0.6622 1.0173
C9 5.2158 3.1535 4.6762
H16 -0.3140 2.4844 -0.6653
C10 -0.0797 -2.6908 7.7497
H17 3.2215 -9.0225 3.6292
F3 5.1568 4.9612 3.2352
H18 0.9514 1.4691 3.3400
H19 1.8090 -0.3075 -3.1115
H20 -7.4905 5.9483 2.1726
H21 -5.3432 -2.4047 -2.4989
H22 1.0022 -2.7373 7.6139
H23 2.5547 3.4495 -2.5067
C11 1.6203 -2.8152 -2.9672
C12 -8.3784 4.1085 1.5228
H24 -2.9303 4.0510 -7.8301
C13 5.2739 1.2983 -0.3311
H25 0.5370 -3.9025 5.2609
C14 4.3236 2.9806 1.2662
H26 4.1907 -5.0793 0.3940
H27 -9.9152 3.0307 2.5391
H28 5.8232 0.6132 0.3147
H29 3.2742 -6.5899 4.7283
C15 4.6798 -0.5644 2.6738
H30 5.4146 -5.2176 -0.9763
C16 -7.7949 5.4710 1.2400
H31 -4.5423 -2.1375 -5.5740
F4 5.3017 -0.0800 3.7666
H32 1.7721 2.1584 1.6256
C17 -0.5283 -3.8158 5.4819
N1 1.7587 2.1132 -0.3876
C18 -3.0226 2.9941 -8.0856
H33 5.8609 1.8245 2.4320
C19 5.3214 3.6335 3.4389
H34 0.6921 -0.1409 -4.4581
C20 -1.9589 2.2380 -5.8621
H35 -5.9409 2.3486 -0.8363
H36 -9.3576 4.4854 3.3914
C21 0.4762 1.9217 -2.5750
H37 -0.6298 2.0312 2.8510
H38 6.4126 3.2877 1.6699
H39 -3.6862 -2.5446 -1.8826
H40 2.1123 -8.4300 2.3797
C22 -6.2409 1.8873 -1.7782
C23 4.4480 -4.8648 -0.6367
O2 1.8514 -4.0718 0.1351
O3 4.7473 -6.8685 2.0324
H41 3.4803 3.2688 1.8986
H42 0.0639 0.1059 -1.5017
C24 2.2066 -4.0103 -1.0039
H43 1.9118 -3.3255 -3.8898
H44 -1.1117 0.4217 -2.8036
C25 -8.0390 0.4681 -0.6208
H45 -8.8496 1.0564 -1.0528
H46 5.9125 2.1755 -0.4463
H47 4.6544 4.3666 -2.9524
F5 3.3254 1.3065 3.2933
O4 1.2974 -3.8254 -1.9917
C26 -0.6545 0.1184 3.7397
H48 -0.3983 -3.5730 8.3070
H49 -0.0776 -2.2872 -4.1244
H50 -5.6884 -1.0584 -4.7504
C27 -0.7695 -2.6478 6.4081
H51 -3.9155 2.8482 -8.6881
C28 -6.8297 0.5241 -1.5131
C29 3.9504 1.7640 0.3449
C30 0.3986 -1.9278 -3.2102
C31 3.3329 3.2621 -1.7822
H52 1.4202 1.9165 -3.1201
C32 1.6509 1.3451 0.8916
H53 -1.0759 -3.6650 4.5542
H54 -1.8266 3.2662 -5.5183
H55 -6.9845 2.5282 -2.2543
C33 -4.6336 -1.2351 -4.9656
H56 -7.7984 0.8773 0.3577
C34 3.8058 -7.1654 2.7313
N2 5.9529 1.0372 -2.6876
H57 5.2854 3.9932 -1.2712
O5 -4.0763 1.4646 -6.5966
O6 -7.8949 3.1017 1.0556
H58 3.7610 -5.2471 3.6704
H59 -0.2575 2.5480 -3.0898
H60 -0.3321 -1.7988 8.3178
H61 6.5658 1.8163 -2.4312
O7 -1.4795 -1.7235 6.0866
H62 4.5099 3.8487 0.6370
H63 5.3497 -0.5313 1.8168
C35 3.1627 -8.5275 2.6586
C36 -3.8821 -1.4103 -3.6760
H64 -0.8128 0.5825 4.7169
H65 0.7646 3.6608 -1.3556
C37 3.6196 -4.2030 -1.4310
C38 0.2884 0.7904 1.3614
F6 4.3431 3.5492 5.5675
C39 5.2270 0.6799 -1.7202
H66 -1.0404 1.9118 -6.3543
F7 5.9652 2.1988 5.1542
C40 -3.1200 2.1638 -6.8305
C41 3.3366 0.2305 2.4678
O8 -2.9695 -0.6646 -3.3714
H67 2.1663 -6.0043 3.4711
H68 3.9672 -3.7974 -2.3735
C42 3.2140 -6.1862 3.7162
C43 -4.3023 -2.5395 -2.7803
H69 -4.2242 -0.3824 -5.5037
H70 -0.4564 1.3620 0.8148
C44 4.4917 3.8817 -1.9970

Here are the Mulliken charges for atoms 1 to 8, given in e: H 0.4640; H 0.3364; H 0.2844; O -0.5132; H 0.3175; C 1.1864; H 0.2353; F -0.1798